[1]
Here is a cluster of 31 separate species, C30H114N2O32 in total at a distorted geometry from OMol25. Energies are from the ωB97M-V functional and the def2-TZVPD basis.

CARTESIAN COORDINATES (ANGSTROEM)
C -4.065 -2.763 -2.705
O -5.143 -1.842 -2.683
C -4.751 -0.493 -2.878
C -3.404 -0.095 -2.263
C -3.460 1.405 -1.880
C -3.591 2.360 -3.069
C -3.981 3.766 -2.569
C -2.971 4.288 -1.516
C -3.426 4.084 -0.060
C -2.249 3.775 0.882
C -1.564 5.037 1.369
C -0.197 4.805 2.111
C 0.158 3.379 2.644
C 1.108 2.914 1.543
C 1.751 1.500 1.579
C 1.013 0.511 2.480
C -0.194 -0.052 1.691
C 0.201 -1.393 1.053
C -0.642 -1.684 -0.185
C -0.019 -1.073 -1.460
C 1.375 -1.715 -1.699
C 2.623 -0.830 -1.913
C 2.502 0.368 -2.879
C 3.828 0.515 -3.685
C 4.600 1.847 -3.508
C 4.315 2.926 -4.570
N 4.036 4.228 -3.978
C 3.012 4.435 -3.121
C 3.116 5.731 -2.768
C 4.185 6.323 -3.446
C 4.739 5.334 -4.182
N 2.006 4.049 1.347
C 1.102 5.173 1.349
O 1.371 6.227 0.843
H -3.313 -2.544 -3.462
H -3.618 -2.803 -1.712
H -4.479 -3.751 -2.905
H -5.513 0.125 -2.403
H -4.746 -0.198 -3.933
H -3.189 -0.625 -1.338
H -2.587 -0.183 -2.975
H -2.605 1.621 -1.240
H -4.360 1.515 -1.276
H -2.669 2.402 -3.651
H -4.374 2.028 -3.752
H -3.877 4.418 -3.438
H -5.009 3.814 -2.217
H -2.025 3.775 -1.675
H -2.896 5.355 -1.662
H -4.146 3.275 0.000
H -3.834 5.033 0.284
H -2.632 3.180 1.716
H -1.536 3.126 0.370
H -2.208 5.586 2.049
H -1.356 5.659 0.495
H -0.125 5.508 2.944
H -0.697 2.765 2.914
H 0.672 3.584 3.588
H 0.541 2.916 0.607
H 1.732 1.099 0.567
H 2.788 1.639 1.891
H 0.757 0.920 3.453
H 1.684 -0.319 2.686
H -0.471 0.662 0.912
H -1.013 -0.175 2.395
H 1.267 -1.382 0.825
H 0.063 -2.165 1.813
H -1.665 -1.321 -0.071
H -0.727 -2.769 -0.280
H -0.661 -1.374 -2.284
H -0.010 0.009 -1.330
H 1.272 -2.334 -2.592
H 1.609 -2.358 -0.850
H 3.374 -1.493 -2.347
H 3.026 -0.477 -0.963
H 2.257 1.251 -2.290
H 1.700 0.194 -3.597
H 4.480 -0.258 -3.294
H 3.639 0.384 -4.744
H 4.430 2.211 -2.496
H 5.667 1.636 -3.570
H 5.228 3.075 -5.142
H 3.542 2.630 -5.278
H 2.300 3.697 -2.816
H 2.509 6.280 -2.080
H 4.486 7.348 -3.365
H 5.612 5.458 -4.804
H 2.689 4.159 2.092
O 3.234 0.809 4.544
H 4.059 0.397 4.823
H 3.440 1.751 4.524
O 2.368 -0.582 7.563
H 2.745 -0.326 6.714
H 2.113 0.251 7.973
O -0.520 -4.963 0.330
H -1.092 -5.503 0.889
H -0.682 -5.301 -0.559
O 1.939 -7.041 -0.806
H 1.343 -6.298 -0.673
H 2.427 -7.099 0.026
O 1.027 -8.870 1.021
H 1.553 -9.528 1.489
H 1.016 -9.180 0.109
O -3.039 -4.646 -1.015
H -3.995 -4.565 -1.107
H -2.856 -4.272 -0.136
O -0.799 8.090 2.776
H -0.405 7.376 2.265
H -0.137 8.791 2.751
O -1.314 -7.982 2.685
H -0.974 -8.742 2.193
H -0.569 -7.374 2.707
O 4.619 -7.446 0.311
H 5.176 -8.091 0.765
H 4.600 -7.752 -0.603
O -3.457 1.200 3.171
H -3.756 1.760 3.898
H -4.271 0.821 2.820
O 3.442 -2.310 -4.950
H 2.688 -2.604 -4.428
H 3.268 -2.656 -5.834
O -3.080 -3.034 1.372
H -3.411 -2.126 1.468
H -2.205 -3.013 1.783
O -3.812 -7.354 -1.529
H -3.041 -7.850 -1.237
H -3.518 -6.428 -1.525
O -1.756 -0.293 5.127
H -2.219 0.121 4.389
H -2.465 -0.587 5.707
O -2.496 -10.088 1.521
H -2.764 -9.488 2.226
H -3.329 -10.354 1.119
O -5.123 6.415 -1.675
H -5.462 6.674 -2.540
H -4.880 7.252 -1.267
O -5.606 8.439 -4.186
H -6.458 8.844 -4.381
H -4.968 8.998 -4.640
O 2.131 9.192 2.527
H 2.518 8.473 2.013
H 2.793 9.889 2.502
O -4.169 0.362 6.725
H -3.535 0.571 7.421
H -5.014 0.666 7.071
O -5.170 -9.687 1.751
H -5.132 -8.757 1.498
H -6.110 -9.867 1.852
O -3.891 -4.383 4.124
H -3.468 -4.155 3.287
H -4.044 -3.533 4.548
O 4.422 -4.038 -7.102
H 4.574 -4.878 -7.546
H 5.293 -3.630 -7.057
O -5.055 -1.110 0.721
H -5.393 -1.664 0.007
H -4.852 -0.271 0.286
O 6.559 -2.036 -3.602
H 6.430 -1.359 -2.931
H 5.699 -2.104 -4.036
O 5.454 -4.385 -1.057
H 4.583 -4.123 -0.744
H 5.509 -5.321 -0.834
O 5.293 3.317 4.122
H 5.675 3.562 3.273
H 5.044 4.158 4.520
O 1.504 0.420 10.382
H 1.046 -0.426 10.329
H 1.525 0.622 11.322
O -6.383 1.516 0.207
H -6.597 2.433 0.001
H -7.227 1.123 0.453
O 6.585 -8.250 2.689
H 6.261 -7.346 2.772
H 7.445 -8.231 3.120
O 7.896 5.124 -5.089
H 8.403 4.404 -4.701
H 8.525 5.851 -5.143

- HOMO energy: -7.6 eV
- Maximum force: 3.27 eV/Å
- Gap between HOMO and LUMO: 7.71 eV
- Total energy: -101459.503 eV
- Energy above the lowest of the compared OMol25 structures with the same formula, charge and spin: 0.0 kcal per mole

Results of the Mulliken charge analysis, in e, for atoms 1 through 8: -0.29 -0.42 -0.78 1.09 1.40 -1.11 -0.98 -1.06

---

[2]
Here is a structure of composition C35H30IrN2O2P at a distorted geometry from OMol25. Energies are from the ωB97M-V functional and the def2-TZVPD basis.

CARTESIAN COORDINATES (ANGSTROEM)
Ir -0.336 1.163 0.401
O 1.246 2.367 0.156
C 1.561 3.280 1.035
C 2.243 4.413 0.601
C 2.701 5.318 1.564
C 2.535 5.170 2.895
C 1.721 4.129 3.432
C 1.281 3.173 2.479
C 0.384 2.306 3.059
N -0.541 1.565 2.345
N -1.570 1.006 2.908
C -2.148 0.067 2.157
O -1.646 -0.221 1.008
C -3.224 -0.681 2.776
C -4.006 -1.671 2.206
C -4.779 -2.513 2.973
C -4.628 -2.531 4.342
C -4.010 -1.447 4.928
C -3.343 -0.481 4.134
H 2.457 4.664 -0.407
H 3.197 6.227 1.184
H 2.894 5.957 3.603
H 1.517 4.094 4.498
H 0.350 2.269 4.155
H -4.034 -1.825 1.115
H -5.411 -3.160 2.446
H -4.953 -3.387 4.970
H -3.891 -1.318 6.019
H -2.941 0.386 4.698
C 2.893 -2.800 -2.118
C 1.871 -3.031 -1.023
C 1.953 -4.280 -0.427
C 0.927 -4.765 0.369
C -0.234 -4.059 0.568
C -0.370 -2.807 -0.057
C 0.682 -2.216 -0.758
P 0.409 -0.450 -1.203
C 1.666 0.262 -2.237
C 1.335 0.520 -3.586
C 2.088 1.391 -4.381
C 3.304 1.933 -3.885
C 3.693 1.560 -2.626
C 2.933 0.686 -1.810
C 3.593 0.261 -0.466
C -1.245 -0.479 -1.968
C -1.549 -1.650 -2.645
C -2.768 -1.795 -3.253
C -3.668 -0.696 -3.210
C -3.342 0.515 -2.585
C -2.164 0.607 -1.799
C -1.701 1.815 -1.017
H 3.180 -3.809 -2.447
H 3.805 -2.410 -1.724
H 2.597 -2.200 -2.978
H 2.822 -4.981 -0.493
H 0.977 -5.750 0.776
H -1.102 -4.444 1.167
H -1.349 -2.359 -0.003
H 0.458 0.035 -4.005
H 1.872 1.717 -5.397
H 4.048 2.508 -4.459
H 4.638 1.835 -2.213
H 4.647 0.757 -0.338
H 3.512 -0.854 -0.364
H 3.003 0.665 0.316
H -0.890 -2.534 -2.721
H -2.987 -2.608 -3.917
H -4.552 -0.738 -3.741
H -3.960 1.419 -2.672
H -2.567 2.440 -0.711
H -1.085 2.469 -1.637

- HOMO energy (alpha / beta): -8.4 / -11.0 eV
- Maximum force: 3.95 eV/Å
- Gap between HOMO and LUMO (alpha / beta): 5.71 / 5.06 eV
- Spin multiplicity: 6
- Total energy: -55971.543 eV
- Net charge: +1
- Expectation value of S²: 8.80
- Energy above the lowest of the compared OMol25 structures with the same formula, charge and spin: 0.0 kcal per mole

Results of the Mulliken charge analysis, in e, for atoms 1 through 8: 1.52 -0.35 0.23 -0.49 -0.48 -0.54 -1.14 1.17

---

[3]
Here is an isolated molecule of C4H7N3 at a distorted geometry from OMol25. Energies are from the ωB97M-V functional and the def2-TZVPD basis.

CARTESIAN COORDINATES (ANGSTROEM)
C -0.340 -1.220 0.110
C 0.886 0.885 0.256
C 0.036 2.016 0.154
C -0.746 2.939 0.028
H -0.130 -2.959 -0.977
H 1.376 -2.131 -0.481
H -1.863 -1.657 -0.853
H -0.369 -0.006 1.641
H 1.955 1.116 0.672
H 1.077 0.647 -0.864
H -1.098 3.932 -0.070
N 0.376 -2.339 -0.317
N -1.520 -0.870 -0.271
N 0.358 -0.352 0.971

- HOMO energy: -9.4 eV
- SMILES: [H]/N=C(\N)NCC#C
- Maximum force: 3.73 eV/Å
- Gap between HOMO and LUMO: 10.22 eV
- Total energy: -8728.996 eV
- Energy above the lowest of the compared OMol25 structures with the same formula, charge and spin: 61.9 kcal per mole

Results of the Mulliken charge analysis, in e, for atoms 1 through 8: 0.38 -0.42 -0.51 0.14 0.23 0.24 0.18 0.34